Record 1
2 unconnected molecules or ions with the total composition C3H4N2OS in a non-equilibrium geometry. Source: the OMol25 dataset; level of theory: ωB97M-V/def2-TZVPD.

The frontier orbital gap (spin up / spin down) is 5.9 / 8.2 eV. For the molecular weight, the calculation gives 116.145 g/mol. Its LUMO energy (spin up / spin down) is 0.4 / -1.9 eV. As for the HOMO energy (spin up / spin down): -5.4 / -10.2 eV.

```
! RIJCOSX wB97M-V def2-TZVPD def2/J DEFGRID3
* xyz 0 3
C 0.001 -1.395 0.554
C -0.789 -0.416 0.744
C -1.374 0.502 -0.289
N 2.545 -0.168 -1.580
N 2.300 0.498 -0.692
O 0.688 -2.321 0.539
S 2.050 1.376 0.508
H -1.093 -0.301 1.774
H -2.372 0.259 -0.531
H -0.606 0.455 -1.175
H -1.350 1.511 0.149
*
```

Here are the natural (NBO) charges for atoms 1 to 2, given in e: atom 1 (C): 0.330, atom 2 (C): -0.095


Record 2
2 unconnected molecules or ions with the total composition C23H33IO3. Source: the OMol25 dataset; level of theory: ωB97M-V/def2-TZVPD.

The frontier orbital gap is 8.1 eV. For the molecular weight, the calculation gives 484.418 g/mol. Its LUMO energy is -1.0 eV. As for the SMILES: CCCCCCCCCCCCCC1=C(I)C(=O)OC1=O.c1ccccc1. As for the HOMO energy: -9.1 eV.

```
! RIJCOSX wB97M-V def2-TZVPD def2/J DEFGRID3
* xyz 0 1
C 7.948 -0.830 0.302
C 6.983 -0.260 -0.732
C 6.274 0.998 -0.242
C 5.417 1.670 -1.317
C 5.030 3.113 -0.978
C 3.809 3.203 -0.060
C 2.484 3.202 -0.820
C 1.262 3.383 0.095
C 0.075 2.456 -0.217
C -0.934 3.053 -1.220
C -2.317 3.410 -0.659
C -3.056 2.282 0.061
C -3.624 1.248 -0.925
C -4.436 0.223 -0.227
C -5.682 0.260 0.235
I -7.061 1.765 0.119
C -5.986 -1.029 0.921
O -6.976 -1.396 1.454
O -4.862 -1.832 0.815
C -3.895 -1.126 0.124
O -2.819 -1.572 -0.085
H 8.341 -1.800 -0.005
H 7.455 -0.955 1.269
H 8.798 -0.159 0.449
H 7.532 -0.021 -1.649
H 6.235 -1.016 -0.991
H 7.018 1.710 0.135
H 5.635 0.718 0.604
H 5.951 1.638 -2.271
H 4.498 1.087 -1.446
H 5.882 3.614 -0.510
H 4.813 3.650 -1.908
H 3.815 2.339 0.617
H 3.862 4.094 0.574
H 2.390 2.260 -1.372
H 2.520 3.994 -1.575
H 0.920 4.421 0.034
H 1.571 3.231 1.133
H 0.465 1.520 -0.625
H -0.419 2.198 0.721
H -1.063 2.390 -2.080
H -0.503 3.973 -1.626
H -2.246 4.280 -0.001
H -2.946 3.724 -1.500
H -3.871 2.697 0.660
H -2.400 1.754 0.757
H -2.802 0.742 -1.434
H -4.245 1.747 -1.674
C -3.196 -6.145 1.398
C -3.714 -7.430 1.483
C -5.089 -7.623 1.506
C -5.944 -6.531 1.446
C -5.426 -5.246 1.362
C -4.051 -5.053 1.336
H -2.124 -5.993 1.378
H -3.047 -8.281 1.532
H -5.494 -8.625 1.573
H -7.016 -6.682 1.466
H -6.091 -4.393 1.321
H -3.648 -4.051 1.270
*
```

Here are the natural (NBO) charges for atoms 1 to 2, given in e: atom 1 (C): -0.602, atom 2 (C): -0.389


Record 3
3 unconnected molecules or ions with the total composition C33H43O10P in a non-equilibrium geometry. Source: the OMol25 dataset; level of theory: ωB97M-V/def2-TZVPD.

The frontier orbital gap is 7.7 eV. For the molecular weight, the calculation gives 630.671 g/mol. Its LUMO energy is -1.0 eV. As for the SMILES: CCP(C)c1cc2c(cc1CC(=O)OC(C)=O)C(=O)C=C(CC(=O)c1ccccc1)C2=O.COCCOC.COCCOC. As for the HOMO energy: -8.7 eV.

```
! RIJCOSX wB97M-V def2-TZVPD def2/J DEFGRID3
* xyz 0 1
C 2.119 -3.327 3.241
C 0.596 -3.716 3.007
P 0.450 -4.372 1.245
C -0.790 -5.787 1.265
C -0.384 -2.973 0.291
C -1.690 -2.522 0.830
C -2.371 -1.437 0.162
C -1.807 -0.787 -1.048
C -0.526 -1.259 -1.540
C 0.232 -2.345 -0.894
C 1.622 -2.840 -1.372
C 2.414 -1.807 -2.228
O 2.044 -1.298 -3.238
O 3.737 -1.466 -1.792
C 3.692 -0.576 -0.707
C 4.640 -0.943 0.496
O 2.972 0.380 -0.676
C -2.597 0.393 -1.708
O -2.671 0.573 -2.895
C -3.331 1.316 -0.676
C -3.851 0.712 0.428
C -4.547 1.625 1.512
C -3.393 2.586 2.033
O -3.673 3.752 2.207
C -1.937 2.085 2.271
C -0.938 2.298 1.197
C 0.441 1.892 1.359
C 0.939 1.241 2.589
C -0.063 1.001 3.632
C -1.462 1.423 3.472
C -3.729 -0.833 0.653
O -4.615 -1.495 1.133
H 2.682 -4.204 3.667
H 2.258 -2.432 3.899
H 2.567 -3.174 2.216
H -0.101 -2.842 3.140
H 0.290 -4.527 3.728
H -1.807 -5.378 1.528
H -0.495 -6.495 2.078
H -0.769 -6.251 0.245
H -2.134 -2.997 1.735
H -0.128 -0.744 -2.452
H 2.259 -3.069 -0.471
H 1.590 -3.794 -1.970
H 4.001 -1.101 1.405
H 5.319 -0.077 0.710
H 5.260 -1.835 0.231
H -3.387 2.412 -0.858
H -4.786 0.956 2.381
H -5.427 2.182 1.121
H -1.228 2.776 0.227
H 1.212 2.040 0.559
H 2.004 0.940 2.722
H 0.306 0.479 4.549
H -2.205 1.238 4.287
C 4.866 -3.220 -4.421
O 4.804 -4.313 -3.513
C 4.877 -5.573 -4.172
C 6.266 -6.179 -4.056
O 7.227 -5.417 -4.777
C 8.010 -4.588 -3.933
H 5.021 -2.309 -3.844
H 5.687 -3.325 -5.133
H 3.918 -3.134 -4.961
H 4.577 -5.484 -5.221
H 4.162 -6.235 -3.673
H 6.252 -7.179 -4.501
H 6.559 -6.283 -3.006
H 8.728 -5.197 -3.373
H 7.390 -4.020 -3.234
H 8.560 -3.887 -4.560
C -5.590 8.796 -0.766
O -4.761 9.260 0.288
C -5.496 9.537 1.476
C -5.346 8.419 2.495
O -5.964 7.220 2.045
C -5.024 6.277 1.545
H -4.946 8.405 -1.555
H -6.260 7.999 -0.437
H -6.175 9.627 -1.173
H -6.551 9.719 1.249
H -5.079 10.457 1.899
H -5.856 8.715 3.417
H -4.291 8.249 2.733
H -4.470 5.831 2.371
H -4.324 6.738 0.842
H -5.572 5.491 1.026
*
```

Here are the Löwdin charges for atoms 1 to 2, given in e: atom 1 (C): -0.182, atom 2 (C): -0.412